(1)
Molecular formula: C27H50ClN2O4P2
Method: DFT, ωB97M-V/def2-TZVPD

Properties
LUMO energy ... 2.4 eV
Orbital gap ... 6.529 eV
Charge ... -1
HOMO level ... -4.153 eV
2S+1 ... 1
Calculated total energy ... -71081.902 eV

Element x y z (Å)
C (5.507792, 1.942499, 3.902167)
C (5.190674, 0.882257, 2.836338)
C (4.379935, -0.225772, 3.465385)
C (3.924999, -1.345184, 2.478502)
N (4.156068, -1.107779, 1.082018)
P (2.847218, -0.645436, -0.076559)
Cl (1.872336, 0.623995, 1.442952)
C (1.810219, -2.206087, 0.389355)
N (1.304545, -2.917864, -0.815091)
C (3.926854, 0.846739, -0.730319)
C (4.554142, 0.605983, -2.086476)
O (3.733623, 0.858423, -3.238387)
C (3.943251, 2.075878, -3.906511)
C (2.601535, 2.545576, -4.464752)
C (1.483564, -0.106019, -1.334399)
C (-0.017560, -0.098666, -0.952779)
P (-0.798298, 1.518956, -0.691139)
O (-1.102007, 1.814869, 0.708064)
O (0.057880, 2.685603, -1.368827)
C (0.571371, 3.641392, -0.412475)
C (1.559506, 4.547413, -1.078888)
O (-2.186733, 1.550181, -1.533333)
C (-3.071248, 0.483492, -1.142902)
C (-4.448686, 1.034771, -0.923454)
H (5.961280, 1.452480, 4.761947)
H (4.557450, 2.328590, 4.249808)
H (6.128985, 2.739376, 3.514499)
H (6.091137, 0.526049, 2.350097)
H (4.542947, 1.369462, 2.120468)
H (3.481348, 0.215298, 3.888138)
H (4.918614, -0.680186, 4.296922)
H (4.524909, -2.214294, 2.766351)
H (2.910003, -1.617650, 2.765443)
H (4.837652, -1.724761, 0.673782)
H (3.470798, -1.465712, -1.105839)
H (1.004798, -1.963316, 1.079079)
H (2.434534, -2.932329, 0.899760)
H (1.758656, -3.817070, -0.867797)
H (0.303188, -3.046005, -0.773210)
H (3.403022, 1.798161, -0.660366)
H (4.775674, 0.942133, -0.060479)
H (5.429303, 1.255551, -2.154288)
H (4.929234, -0.408743, -2.187543)
H (4.332611, 2.847497, -3.245400)
H (4.595625, 1.900567, -4.766430)
H (2.720593, 3.122786, -5.374967)
H (2.049720, 3.116400, -3.738423)
H (2.002518, 1.666328, -4.662678)
H (1.568849, -0.723500, -2.214659)
H (1.726800, 0.885160, -1.682524)
H (-0.552429, -0.521449, -1.804992)
H (-0.331148, -0.672127, -0.086615)
H (1.074887, 3.113016, 0.388931)
H (-0.230155, 4.228777, 0.012843)
H (2.454358, 4.018284, -1.379363)
H (1.863196, 5.319467, -0.381877)
H (1.144737, 5.029773, -1.958586)
H (-3.086455, -0.242387, -1.954153)
H (-2.732962, -0.013761, -0.241200)
H (-5.147236, 0.200797, -0.903429)
H (-4.517106, 1.564403, 0.018187)
H (-4.768365, 1.710465, -1.709285)
C (-1.843932, -5.035196, 1.624776)
C (-0.510601, -4.656914, 1.702768)
C (0.139480, -4.660826, 2.928868)
C (-0.540676, -5.051223, 4.073895)
C (-1.873146, -5.432803, 3.994762)
C (-2.526249, -5.421503, 2.770549)
H (-2.352699, -5.028188, 0.668809)
H (0.024138, -4.355341, 0.812483)
H (1.176422, -4.356000, 2.989408)
H (-0.032050, -5.055565, 5.029595)
H (-2.403442, -5.736993, 4.888590)
H (-3.567331, -5.713276, 2.709212)
C (-8.868708, -0.322533, -1.662648)
C (-9.712810, 0.083677, -0.638715)
C (-9.769094, 1.421644, -0.275533)
C (-8.986560, 2.354665, -0.941385)
C (-8.145118, 1.948901, -1.967147)
C (-8.083764, 0.609957, -2.325667)
H (-8.821213, -1.366917, -1.943127)
H (-10.325755, -0.643710, -0.121933)
H (-10.422095, 1.737612, 0.527921)
H (-9.031365, 3.398624, -0.659260)
H (-7.534262, 2.676287, -2.485848)
H (-7.421722, 0.292872, -3.121021)

Forces on atoms 1 to 3 (eV/Å):
-0.2 -0.9 -0.2
-0.3 0.7 0.8
-0.4 -0.3 -0.5

---

(2)
Molecular formula: C27H40AlN6O3S2
Method: DFT, ωB97M-V/def2-TZVPD

Properties
LUMO energy ... -2.5 eV
Orbital gap ... 8.245 eV
Charge ... +1
HOMO level ... -10.751 eV
2S+1 ... 1
Calculated total energy ... -71998.816 eV

Element x y z (Å)
Al (0.142458, 0.535788, -0.167541)
C (0.298283, -1.365017, 4.569266)
N (1.412001, -1.184107, 3.650641)
C (2.545805, -1.973754, 3.572301)
C (3.304443, -1.493458, 2.573373)
N (2.628995, -0.394549, 2.044483)
C (1.450288, -0.217368, 2.711380)
S (0.259236, 0.932968, 2.440417)
C (3.144501, 0.437607, 1.023148)
C (4.507180, 0.708740, 1.023159)
C (5.024997, 1.501073, 0.016829)
C (4.160614, 2.019213, -0.934280)
C (2.818624, 1.717579, -0.835277)
N (2.306039, 0.927193, 0.114920)
H (0.487310, -2.252715, 5.166431)
H (-0.624088, -1.479291, 4.002789)
H (0.204732, -0.497496, 5.218899)
H (2.705439, -2.807108, 4.233192)
H (4.236915, -1.838234, 2.166665)
H (5.130354, 0.320255, 1.814752)
H (6.082987, 1.723692, -0.013070)
H (4.513277, 2.647953, -1.739024)
H (2.102188, 2.094212, -1.553010)
C (0.559550, -0.801240, -4.808752)
C (1.657702, -0.895135, -3.965163)
C (1.574016, -0.416232, -2.662878)
C (0.410507, 0.167306, -2.134199)
C (-0.671991, 0.241272, -3.021765)
C (-0.608893, -0.226634, -4.330144)
H (0.613769, -1.171967, -5.824252)
H (2.577030, -1.344969, -4.321034)
H (2.454543, -0.538297, -2.036932)
H (-1.620932, 0.637124, -2.674745)
H (-1.477393, -0.153080, -4.973654)
C (1.253169, 5.748296, -0.724269)
N (0.896566, 4.550200, 0.016256)
C (1.798501, 4.188629, 1.097021)
C (-0.084790, 3.694815, -0.376968)
O (0.037412, 2.459046, -0.199354)
N (-1.190276, 4.210793, -0.940882)
C (-1.632148, 5.581998, -0.725004)
C (-2.152549, 3.344901, -1.613345)
H (2.319271, 5.706506, -0.958879)
H (1.068651, 6.660134, -0.151864)
H (0.704358, 5.797912, -1.660300)
H (1.813277, 4.993580, 1.834784)
H (2.817771, 4.046938, 0.728485)
H (1.459779, 3.275606, 1.577490)
H (-1.080443, 6.040050, 0.090448)
H (-2.686783, 5.562139, -0.451629)
H (-1.524774, 6.192143, -1.623595)
H (-1.896109, 2.306723, -1.445955)
H (-2.178308, 3.561079, -2.682714)
H (-3.144057, 3.520210, -1.195424)
O (-3.842330, -0.472359, 0.584927)
C (-2.770633, -0.049975, 0.324165)
N (-1.694368, 0.381230, 0.063716)
C (2.599129, -5.352522, 0.176172)
C (1.090739, -5.229863, 0.366959)
C (0.663837, -3.841900, 0.833075)
S (0.864871, -2.593061, -0.446568)
O (0.556065, -1.306929, 0.330875)
C (-0.535414, -2.972443, -1.513111)
C (-1.913279, -2.956943, -0.847717)
C (-2.551929, -4.339362, -0.786469)
H (2.868467, -6.353258, -0.158298)
H (3.124588, -5.162704, 1.114492)
H (2.970065, -4.644707, -0.566992)
H (0.750123, -5.944779, 1.118249)
H (0.566368, -5.500324, -0.552755)
H (1.314660, -3.486046, 1.634290)
H (-0.367108, -3.795691, 1.183060)
H (-0.274997, -3.955682, -1.919189)
H (-0.441917, -2.259130, -2.330877)
H (-2.555757, -2.270260, -1.398037)
H (-1.843453, -2.532567, 0.155370)
H (-2.655025, -4.765528, -1.785960)
H (-3.543555, -4.288914, -0.338914)
H (-1.947714, -5.031995, -0.195085)

Forces on atoms 1 to 3 (eV/Å):
0.0 0.2 0.0
0.0 0.0 0.0
0.0 0.0 0.0

---

(3)
Molecular formula: C36H27Cl2FNO2PTi
Method: DFT, ωB97M-V/def2-TZVPD

Properties
LUMO energy ... -1.0 eV
Orbital gap ... 7.287 eV
Charge ... 0
HOMO level ... -8.252 eV
2S+1 ... 1
Calculated total energy ... -103522.854 eV

Element x y z (Å)
Ti (0.269942, -0.289482, 0.773700)
C (-2.521481, -2.517510, -1.577024)
P (-1.531465, -1.033816, -1.103816)
C (-2.736117, 0.319779, -1.379323)
C (-2.640912, 1.248662, -2.406969)
C (-3.487524, 2.344025, -2.428370)
C (-4.439121, 2.513962, -1.438169)
C (-4.551599, 1.579988, -0.419696)
C (-3.695181, 0.497272, -0.384924)
C (-0.362543, -0.850453, -2.502217)
C (0.466202, 0.277116, -2.487258)
C (1.457343, 0.429219, -3.439100)
C (1.648630, -0.542461, -4.410585)
C (0.828630, -1.656529, -4.435018)
C (-0.170475, -1.813663, -3.487259)
H (-2.965216, -2.390754, -2.564193)
H (-3.314903, -2.659809, -0.844272)
H (-1.882178, -3.401086, -1.555533)
H (-1.898481, 1.119611, -3.180778)
H (-3.391636, 3.077715, -3.214649)
H (-5.087301, 3.376876, -1.454399)
H (-5.292091, 1.715325, 0.355078)
H (-3.741744, -0.215930, 0.429729)
H (0.313037, 1.053965, -1.732992)
H (2.080819, 1.311505, -3.422212)
H (2.426779, -0.415618, -5.147491)
H (0.968023, -2.410854, -5.194828)
H (-0.783571, -2.701368, -3.520397)
Cl (3.427693, -5.546889, 4.815901)
C (2.842247, -4.789965, 3.379068)
C (2.296244, -3.516439, 3.457148)
C (1.842475, -2.893936, 2.309132)
C (1.931597, -3.535746, 1.075710)
C (2.475335, -4.817100, 1.014976)
C (2.925646, -5.447442, 2.160085)
C (1.473133, -2.866088, -0.191337)
O (1.510093, -3.433009, -1.265498)
O (1.044401, -1.645356, -0.047448)
H (2.216889, -3.026604, 4.414839)
H (1.409188, -1.900369, 2.388511)
H (2.542218, -5.314042, 0.058331)
H (3.332154, -6.445719, 2.110555)
F (-0.556261, -0.761272, 2.230165)
N (-5.617261, 7.351836, 2.783415)
C (-4.914545, 6.518509, 2.427112)
C (-4.037258, 5.497642, 2.003772)
C (-3.185659, 5.705197, 0.917102)
C (-2.321483, 4.708317, 0.519122)
C (-2.284765, 3.487873, 1.199732)
C (-3.147146, 3.286468, 2.283356)
C (-4.015250, 4.276330, 2.682965)
C (-1.401323, 2.438912, 0.839885)
C (-0.664491, 1.507468, 0.564760)
H (-3.210127, 6.655816, 0.402183)
H (-1.659455, 4.864487, -0.318889)
H (-3.119335, 2.339085, 2.800590)
H (-4.680400, 4.117535, 3.517773)
Cl (7.085440, -2.093088, -0.037440)
C (5.614253, -1.283839, 0.378438)
C (5.352402, -0.976414, 1.702381)
C (4.173636, -0.330251, 2.024959)
C (3.253294, 0.043990, 1.042933)
C (2.008648, 0.771531, 1.369215)
C (3.562411, -0.256971, -0.289924)
C (4.714364, -0.939942, -0.620461)
H (6.073319, -1.217825, 2.467909)
H (3.974402, -0.077920, 3.056573)
H (2.010456, 1.729351, 0.822688)
H (1.959286, 0.999528, 2.445773)
H (2.874269, 0.043717, -1.075159)
H (4.923400, -1.193052, -1.647935)

Forces on atoms 1 to 3 (eV/Å):
-0.8 1.3 1.5
0.3 0.0 0.5
-0.7 0.6 -1.3

---

(4)
Molecular formula: C15H23BHfN6Si
Method: DFT, ωB97M-V/def2-TZVPD

Properties
LUMO energy (alpha / beta) ... -11.0 / -11.2 eV
Orbital gap (alpha / beta) ... 4.052 / 3.667 eV
Charge ... +2
HOMO level (alpha / beta) ... -15.006 / -14.914 eV
2S+1 ... 1
Calculated total energy ... -34709.324 eV

Element x y z (Å)
H (-2.400947, -0.748624, -1.525975)
N (-0.936634, 0.733131, -1.226631)
B (0.460192, 2.821247, -1.266701)
N (-0.857894, 2.060752, -1.611027)
C (-1.947043, 2.411584, -2.317586)
Hf (1.052610, -0.648692, -0.322107)
H (-2.051481, 3.414277, -2.709889)
C (-2.777447, 1.289895, -2.409315)
H (-3.715388, 1.216489, -2.910707)
C (-2.106251, 0.272670, -1.704230)
H (0.409409, 3.956477, -1.671224)
C (2.804517, -0.814346, 0.889033)
H (2.496674, -1.851601, 1.220617)
H (3.066247, -0.244023, 1.768993)
H (3.725985, -0.987159, 0.293762)
N (1.593639, 1.972958, -1.880597)
N (0.603748, 2.768348, 0.284831)
N (1.773860, 0.642018, -1.546553)
N (0.764320, 1.555066, 0.961768)
C (2.513559, 2.344014, -2.771762)
C (0.567674, 3.805574, 1.148453)
H (2.532078, 3.345441, -3.158174)
H (0.455031, 4.823139, 0.789434)
C (3.351764, 1.232321, -3.048595)
C (0.704365, 3.297295, 2.445127)
C (2.863848, 0.201136, -2.276829)
C (0.821658, 1.894789, 2.274851)
H (4.184514, 1.206833, -3.711025)
H (0.718776, 3.863581, 3.351756)
H (3.221630, -0.819506, -2.138232)
H (0.928143, 1.168693, 3.061375)
H (-0.074696, -1.583177, -1.386927)
C (-2.490860, -3.495432, 3.879345)
Si (-2.207263, -3.963362, 2.096519)
C (-1.091951, -5.475123, 2.009601)
C (-3.838548, -4.311972, 1.257292)
C (-1.337027, -2.615649, 1.170602)
C (-0.589544, -1.917840, 0.453648)
H (-2.961450, -4.314808, 4.438533)
H (-3.144592, -2.618199, 3.955738)
H (-1.545723, -3.248853, 4.378390)
H (-1.561462, -6.362953, 2.451181)
H (-0.840205, -5.708420, 0.966667)
H (-0.146405, -5.295439, 2.538308)
H (-4.514928, -3.453245, 1.350248)
H (-3.690047, -4.503141, 0.187249)
H (-4.339308, -5.186230, 1.692457)

Forces on atoms 1 to 3 (eV/Å):
-0.1 0.0 0.0
0.6 0.3 -0.1
-1.1 -0.1 1.0

---

Repeat the fourth record exactly.
Molecular formula: C15H23BHfN6Si
Method: DFT, ωB97M-V/def2-TZVPD

Properties
LUMO energy (alpha / beta) ... -11.0 / -11.2 eV
Orbital gap (alpha / beta) ... 4.052 / 3.667 eV
Charge ... +2
HOMO level (alpha / beta) ... -15.006 / -14.914 eV
2S+1 ... 1
Calculated total energy ... -34709.324 eV

Element x y z (Å)
H (-2.400947, -0.748624, -1.525975)
N (-0.936634, 0.733131, -1.226631)
B (0.460192, 2.821247, -1.266701)
N (-0.857894, 2.060752, -1.611027)
C (-1.947043, 2.411584, -2.317586)
Hf (1.052610, -0.648692, -0.322107)
H (-2.051481, 3.414277, -2.709889)
C (-2.777447, 1.289895, -2.409315)
H (-3.715388, 1.216489, -2.910707)
C (-2.106251, 0.272670, -1.704230)
H (0.409409, 3.956477, -1.671224)
C (2.804517, -0.814346, 0.889033)
H (2.496674, -1.851601, 1.220617)
H (3.066247, -0.244023, 1.768993)
H (3.725985, -0.987159, 0.293762)
N (1.593639, 1.972958, -1.880597)
N (0.603748, 2.768348, 0.284831)
N (1.773860, 0.642018, -1.546553)
N (0.764320, 1.555066, 0.961768)
C (2.513559, 2.344014, -2.771762)
C (0.567674, 3.805574, 1.148453)
H (2.532078, 3.345441, -3.158174)
H (0.455031, 4.823139, 0.789434)
C (3.351764, 1.232321, -3.048595)
C (0.704365, 3.297295, 2.445127)
C (2.863848, 0.201136, -2.276829)
C (0.821658, 1.894789, 2.274851)
H (4.184514, 1.206833, -3.711025)
H (0.718776, 3.863581, 3.351756)
H (3.221630, -0.819506, -2.138232)
H (0.928143, 1.168693, 3.061375)
H (-0.074696, -1.583177, -1.386927)
C (-2.490860, -3.495432, 3.879345)
Si (-2.207263, -3.963362, 2.096519)
C (-1.091951, -5.475123, 2.009601)
C (-3.838548, -4.311972, 1.257292)
C (-1.337027, -2.615649, 1.170602)
C (-0.589544, -1.917840, 0.453648)
H (-2.961450, -4.314808, 4.438533)
H (-3.144592, -2.618199, 3.955738)
H (-1.545723, -3.248853, 4.378390)
H (-1.561462, -6.362953, 2.451181)
H (-0.840205, -5.708420, 0.966667)
H (-0.146405, -5.295439, 2.538308)
H (-4.514928, -3.453245, 1.350248)
H (-3.690047, -4.503141, 0.187249)
H (-4.339308, -5.186230, 1.692457)

Forces on atoms 1 to 3 (eV/Å):
-0.1 0.0 0.0
0.6 0.3 -0.1
-1.1 -0.1 1.0